DFT (the ωB97M-V functional and the def2-TZVPD basis) results for 2 unconnected molecules or ions with the total composition C3H2FN in a non-equilibrium geometry.

Computed properties:
E: -269.98177 Ha
largest force on an atom: 3.48 eV/Å
structure (SMILES): C#CF.C#N
energy above the lowest of the compared OMol25 structures with the same formula, charge and spin: 72.3 kcal/mol
highest occupied orbital energy: -9.907 eV
Kohn-Sham gap: 10.85 eV
E_LUMO: 0.95 eV

Positions of all 7 atoms, in Å:
C -1.45 0.50 0.82
C -1.60 -0.40 0.05
F -1.77 -1.43 -0.71
H -0.94 1.19 1.55
C 2.01 0.01 -0.51
N 1.16 -0.19 0.21
H 2.59 0.32 -1.41